{"formula": "C5H13N3O", "method": "ωB97M-V with the def2-TZVPD basis set", "elements": ["C", "O", "N", "C", "C", "N", "C", "C", "N", "H", "H", "H", "H", "H", "H", "H", "H", "H", "H", "H", "H", "H"], "xyz": [[-0.659703, -1.178976, -2.844166], [-0.896405, -0.681702, -1.545557], [-0.479294, 0.662903, -1.467285], [-0.659954, 1.229547, -0.330784], [-0.793623, 0.621391, 1.009447], [-1.665109, -0.522105, 1.143029], [0.797166, 0.144608, 1.506762], [1.549594, -0.528975, 0.392259], [1.573741, 1.197413, 2.079041], [-1.161790, -2.144216, -2.892611], [-1.066653, -0.498290, -3.595557], [0.411056, -1.317769, -3.023993], [-0.454916, 2.290999, -0.361939], [-1.133002, 1.385777, 1.723124], [-1.361652, -1.284005, 0.547051], [-2.626101, -0.289139, 0.910060], [0.524279, -0.565904, 2.292418], [1.525987, 0.136577, -0.517058], [2.565117, -0.767760, 0.681234], [1.028847, -1.429763, 0.058185], [1.107774, 1.663241, 2.846968], [1.874642, 1.876147, 1.389371]], "forces_ev_per_a": [[0.2, 0.1, -0.2], [0.4, 0.4, 0.8], [-1.2, 0.5, -0.4], [0.7, -0.6, -0.7], [1.3, -0.7, 0.7], [-0.1, -0.4, 0.4], [-2.3, 0.4, -0.1], [-0.7, 0.4, -1.3], [0.2, 0.3, 0.1], [0.0, 0.1, 0.0], [0.0, -0.1, 0.0], [-0.1, 0.0, 0.0], [0.3, 0.2, -0.1], [0.3, -0.1, -0.1], [-0.2, 0.2, 0.0], [0.2, -0.1, -0.1], [0.1, 0.0, 0.0], [0.5, -0.6, 0.9], [0.1, 0.0, 0.1], [0.1, -0.1, 0.2], [0.0, 0.0, -0.1], [0.0, 0.0, 0.1]], "lowdin_charge": [-0.099, -0.232, 0.043, -0.143, -0.306, 0.030, -0.381, -0.078, 0.029, 0.086, 0.081, 0.082, 0.113, 0.124, 0.062, 0.079, 0.126, 0.081, 0.077, 0.074, 0.074, 0.077], "homo_energy_ha": -0.31888, "smiles": "CO/N=C\\[C@@H](N)[C@@H](C)N", "e_above_lowest_kj_mol": 340.2, "lumo_energy_ev": 1.0}